# 1
Below is an isolated molecule of C17H27NO2, with properties calculated with ωB97M-V/def2-TZVPD.

```
47
Properties=species:S:1:pos:R:3:forces:R:3
O 5.277 -0.410 0.379 -0.08 -0.28 -0.17
O 2.297 2.861 0.603 -0.06 0.24 0.42
N 3.469 1.574 -0.826 0.32 -0.06 -0.22
C 4.175 -1.213 0.296 -0.01 -0.29 -0.08
C -3.817 0.316 -0.221 0.02 0.11 0.48
C -0.117 1.490 0.039 0.01 -0.08 -0.40
C 1.902 -1.874 0.707 -0.01 -0.10 -0.04
C -4.973 0.287 0.777 -0.14 0.03 -0.37
C 3.334 -3.304 -0.561 -0.02 0.01 0.00
C -2.550 0.902 0.398 -0.02 -0.17 -0.49
C 1.062 1.463 -0.931 -0.19 0.20 0.43
C 4.756 1.895 -0.256 0.13 -0.20 0.38
C 2.930 -0.959 0.863 0.19 0.22 0.14
C -6.256 -1.677 -0.223 -0.08 0.24 -0.02
C -6.287 -0.204 0.168 0.12 -0.10 0.20
C -1.383 0.915 -0.587 0.08 0.13 0.44
C 5.170 0.914 0.855 -0.11 0.63 -0.10
C 2.092 -3.043 -0.005 -0.15 -0.09 0.00
C 2.312 2.040 -0.288 -0.04 -0.39 -0.66
C 4.366 -2.401 -0.414 0.11 0.22 0.08
H -7.086 -0.051 0.898 -0.06 0.06 -0.06
H 1.282 -3.747 -0.124 -0.07 -0.06 -0.01
H -6.525 0.400 -0.711 -0.07 0.07 0.01
H -5.981 -2.291 0.632 0.04 -0.12 0.07
H 6.173 1.176 1.203 -0.13 -0.01 0.03
H -4.105 0.914 -1.089 -0.02 -0.02 -0.11
H 0.828 2.067 -1.812 0.03 -0.03 -0.06
H -1.186 -0.106 -0.926 -0.02 -0.05 -0.10
H -2.273 0.314 1.276 0.02 0.02 0.10
H 5.504 1.884 -1.052 -0.01 0.04 0.08
H -5.539 -1.855 -1.020 0.07 -0.10 -0.08
H 4.685 2.897 0.174 0.11 -0.05 -0.08
H 4.478 0.990 1.698 0.08 -0.03 -0.02
H 0.143 0.914 0.929 0.00 0.03 0.11
H -5.123 1.297 1.166 0.05 0.01 0.09
H 1.254 0.440 -1.261 0.03 0.01 -0.07
H 5.339 -2.589 -0.839 0.11 -0.02 -0.05
H 3.435 0.809 -1.480 -0.15 0.07 0.08
H -2.748 1.922 0.735 0.00 0.04 0.09
H -4.706 -0.355 1.620 0.02 0.01 0.11
H 2.740 -0.056 1.422 0.02 0.09 0.04
H 0.940 -1.662 1.151 -0.09 0.03 0.05
H 3.499 -4.216 -1.116 0.02 -0.07 -0.05
H -7.236 -1.995 -0.572 -0.05 -0.11 -0.05
H -1.657 1.506 -1.464 -0.01 -0.02 -0.11
H -0.289 2.519 0.357 0.02 -0.02 0.09
H -3.604 -0.696 -0.570 0.01 -0.04 -0.11
```
Forces are in eV/Å.

The LUMO energy comes out at 0.8 eV. The value obtained for the HOMO-LUMO gap is 9.38 eV. Its SMILES is CCCCCCCCC(=O)NCCOc1ccccc1. As for the largest force on an atom: 0.77 eV/Å. For the energy above the lowest of the compared OMol25 structures with the same formula, charge and spin, the calculation gives 22.1 kJ/mol. For the energy, the calculation gives -23652.981 eV.



# 2
Below is C17H27NO2PSr as an isolated structure, with properties calculated with ωB97M-V/def2-TZVPD.

```
49
Properties=species:S:1:pos:R:3:forces:R:3
Sr -0.562 -3.179 2.410 -1.89 1.92 -0.17
P 0.546 1.458 -0.412 0.36 1.94 -0.25
O 1.343 0.974 -1.950 0.08 -0.91 0.99
O 2.674 -1.087 0.147 1.29 0.30 0.12
N 3.331 3.338 -0.446 0.06 -0.31 -0.06
C -0.289 1.994 1.299 0.28 -0.92 0.60
C -1.209 1.568 -1.287 -0.71 -0.22 0.42
C 1.703 -2.002 0.381 -1.00 -0.25 1.05
C -4.246 -1.122 1.593 1.16 -0.21 -0.39
C 1.732 -0.384 -2.024 0.61 0.81 -0.68
C 2.174 3.789 -0.205 -0.37 0.36 0.02
C 0.752 0.439 3.193 -0.78 -0.63 -0.73
C 2.971 -0.858 -1.227 -1.28 -0.01 -1.13
C 2.120 -2.914 1.548 -0.06 0.57 -0.81
C -2.751 0.142 0.093 0.32 1.11 0.15
C -1.748 -0.794 -1.796 1.06 0.49 -1.26
C -1.921 0.302 -0.988 0.17 1.29 -0.76
C -3.112 -2.137 -0.426 0.21 -1.79 0.03
C -2.316 -1.988 -1.540 0.29 -1.14 -0.43
C -3.336 -1.054 0.366 -1.25 0.11 2.36
C 0.915 3.315 -0.845 -0.12 -0.18 -0.30
C 0.196 1.102 2.336 0.16 0.24 0.15
H 0.822 -1.427 0.746 -0.42 -0.09 -0.13
H 1.791 1.428 0.292 0.02 -0.43 0.02
H 0.006 3.003 1.566 0.18 0.22 -0.04
H 0.077 3.960 -0.584 -0.14 -0.04 0.11
H -2.938 0.988 0.730 -0.23 0.15 0.17
H -5.281 -0.963 1.324 -0.28 -0.07 0.15
H 1.222 -0.155 3.926 0.34 0.09 0.46
H 1.363 -2.552 -0.495 0.24 -0.29 -0.17
H 1.029 3.370 -1.926 0.02 -0.10 -0.13
H 2.980 -3.520 1.298 0.02 -0.36 0.24
H -4.103 -2.085 2.092 -0.47 -0.16 0.01
H -1.119 -0.667 -2.663 0.07 -0.06 -0.24
H -3.902 -0.365 2.291 -0.33 0.21 0.16
H 1.241 -3.544 1.768 2.00 -0.95 -0.56
H 0.884 -1.036 -1.829 -0.13 -0.26 0.23
H -1.119 1.763 -2.349 0.30 -0.28 -0.22
H 1.992 -0.573 -3.072 0.04 0.05 -0.07
H 3.200 2.590 -1.134 0.33 -0.01 -0.12
H 3.287 -1.790 -1.714 -0.01 -0.23 0.24
H -3.554 -3.101 -0.208 -0.35 -0.06 -0.01
H 2.311 -2.279 2.409 0.22 0.04 0.29
H 3.804 -0.179 -1.338 0.03 0.40 0.50
H -1.370 1.959 1.277 -0.15 0.11 -0.01
H 0.249 0.107 -0.053 -0.05 -0.45 -0.09
H -2.109 -2.799 -2.216 -0.17 -0.35 -0.09
H -1.817 2.379 -0.892 0.27 0.30 0.24
H 2.087 4.588 0.533 0.06 0.05 0.11
```
Forces are in eV/Å.

The LUMO energy comes out at -6.4 eV. The value obtained for the HOMO-LUMO gap is 3.13 eV. As for the largest force on an atom: 2.70 eV/Å. For the energy above the lowest of the compared OMol25 structures with the same formula, charge and spin, the calculation gives 83.0 kJ/mol. For the energy, the calculation gives -33761.815 eV. As for the charge: +1.



# 3
Below is an isolated ion of composition C17H28Br3I2N2O2 and charge +1, with properties calculated with ωB97M-V/def2-TZVPD.

```
54
Properties=species:S:1:pos:R:3:forces:R:3
I -2.701 2.340 2.487 1.28 -0.14 0.21
I -5.636 1.411 1.569 -0.68 -0.52 -0.91
Br -0.681 -4.745 -0.787 1.08 -0.11 -1.23
Br 0.027 4.935 -1.676 -0.28 -0.75 0.08
Br -1.846 -3.090 1.325 -0.39 1.46 0.76
O 2.361 3.653 -1.961 3.61 0.50 -0.42
O -0.863 -0.643 3.736 -1.58 -1.19 1.55
N 1.955 1.704 0.426 0.88 -0.91 -0.16
N 0.857 1.334 -0.374 -2.34 0.28 -1.08
C -0.273 -2.837 -1.112 -1.42 0.05 0.21
C -4.024 0.537 0.365 -0.04 -0.34 1.15
C -4.502 -0.902 0.049 0.25 -0.19 -0.50
C -1.414 0.520 0.325 1.29 0.18 0.24
C 0.745 1.952 -1.761 0.44 0.65 -0.84
C 0.659 -0.149 -0.617 -1.98 -1.17 -0.63
C 3.275 1.312 -0.119 1.34 0.21 0.73
C -0.434 1.734 0.347 -1.09 0.09 0.86
C -2.679 0.561 1.234 -0.88 0.21 -0.62
C -0.751 -2.494 -2.551 -0.17 -0.45 0.04
C -0.112 -0.137 2.992 1.30 0.91 -1.44
C 4.097 0.400 0.857 -0.02 0.08 -1.03
C 1.248 3.413 -1.816 -2.74 -0.42 0.47
C 4.063 -1.103 0.497 0.05 -0.09 0.72
C -0.397 -0.690 0.436 0.66 0.69 -0.51
C -1.156 -1.950 -0.099 1.29 -0.96 -0.32
C 0.441 -0.867 1.747 -0.05 -0.07 0.84
H -1.803 0.552 -0.715 0.19 -0.52 0.37
H 1.912 2.682 0.699 -0.30 -0.09 -0.33
H -4.077 -1.216 -0.926 -0.20 -0.03 0.43
H -4.209 -1.640 0.813 0.01 0.46 -0.20
H 1.485 -0.530 1.625 -0.54 0.08 -0.21
H 0.203 0.918 3.203 0.22 -0.30 -0.38
H -3.921 1.122 -0.560 -0.13 0.07 0.49
H 3.232 0.841 -1.114 -0.31 0.21 0.32
H -2.026 -1.606 -0.672 0.22 -0.28 0.36
H 0.009 -2.652 -3.329 -0.15 0.13 0.35
H -1.586 -3.179 -2.780 0.31 0.37 0.00
H 1.391 1.359 -2.427 -0.11 0.45 0.17
H 3.059 -1.561 0.516 0.29 0.26 0.05
H 5.148 0.722 0.746 -0.41 -0.12 0.17
H 4.509 -1.319 -0.487 -0.11 0.25 0.34
H -5.596 -0.985 -0.037 0.46 0.26 -0.13
H -2.741 -0.333 1.877 0.30 0.60 0.05
H 3.814 0.623 1.897 -0.04 -0.25 -0.35
H 0.520 -1.933 2.029 -0.31 0.41 -0.22
H 3.882 2.225 -0.247 -0.50 -0.23 -0.13
H 0.050 -0.164 -1.538 0.75 0.02 0.07
H 1.555 -0.748 -0.808 0.05 0.62 0.49
H -0.280 1.929 -2.156 0.23 -0.35 0.53
H 4.655 -1.634 1.264 -0.22 0.03 -0.47
H -0.968 2.540 -0.179 0.85 0.20 0.43
H -0.103 2.007 1.355 -0.41 0.07 -0.33
H -1.184 -1.478 -2.620 0.46 -0.30 -0.02
H 0.807 -2.739 -0.949 -0.40 -0.01 0.02
```
Forces are in eV/Å.

The LUMO energy comes out at -3.4 eV. The value obtained for the HOMO-LUMO gap is 7.44 eV. As for the largest force on an atom: 3.67 eV/Å. For the energy above the lowest of the compared OMol25 structures with the same formula, charge and spin, the calculation gives 100.9 kJ/mol. For the energy, the calculation gives -251476.639 eV. As for the charge: +1.



# 4
Below is C17H28CdNO2P2Te as an isolated structure, with properties calculated with ωB97M-V/def2-TZVPD.

```
52
Properties=species:S:1:pos:R:3:forces:R:3
Te 2.085 -1.075 1.257 0.26 -0.20 -0.31
Cd -0.455 0.047 0.381 1.50 -0.43 0.18
P -1.093 -2.286 -0.074 -1.14 -0.36 0.14
P 0.705 2.133 -0.363 -0.41 0.46 -0.66
O -3.317 1.246 -0.835 -0.52 -0.05 0.83
O -3.972 -0.233 1.119 0.08 -0.08 1.14
N -0.132 -0.329 -2.049 -0.05 -0.11 -0.08
C 2.078 0.922 5.720 -0.02 -0.07 -0.38
C -0.078 2.098 -2.045 -0.29 0.19 0.18
C 2.711 1.586 4.657 0.05 -0.28 -0.05
C -0.103 -1.557 -2.599 0.35 0.81 -0.35
C 2.162 -0.266 3.191 0.30 0.25 0.69
C 0.394 -0.568 -4.751 -0.02 -0.10 -0.07
C -0.651 -3.674 1.021 0.00 -0.11 0.14
C 1.599 -0.980 4.276 0.33 1.02 -0.29
C 1.537 -0.359 5.531 0.24 0.06 -0.20
C -0.327 -2.739 -1.668 0.41 0.36 -0.14
C 2.795 0.987 3.392 -0.77 -0.69 0.49
C 0.181 -1.694 -3.964 -0.22 -0.60 0.34
C 2.474 2.123 -0.760 0.20 -0.14 0.16
C 0.342 0.683 -4.157 0.01 0.36 0.80
C 0.424 3.828 0.223 -0.13 0.31 0.05
C 0.078 0.776 -2.779 -0.14 -0.35 -0.39
C -2.836 -2.450 -0.519 -0.40 -0.47 -0.01
H 3.342 1.443 2.560 -0.31 -0.01 0.39
H 2.733 1.205 -1.296 -0.03 0.14 0.12
H -3.013 -3.476 -0.882 -0.24 0.38 0.14
H 0.341 2.918 -2.635 -0.31 -0.04 -0.06
H 0.750 3.911 1.276 -0.09 -0.02 -0.51
H 3.062 2.148 0.164 -0.08 -0.01 -0.22
H 0.636 -3.197 -1.411 -0.09 -0.07 -0.27
H 2.030 1.396 6.703 -0.01 -0.17 -0.35
H -1.229 -3.612 1.958 0.16 -0.03 -0.40
H 1.074 -0.878 6.371 0.16 0.10 -0.18
H -3.284 0.170 1.680 -0.57 -0.23 -0.05
H 2.702 3.006 -1.380 -0.12 -0.29 0.21
H 3.156 2.571 4.819 -0.08 -0.32 0.00
H 0.420 -3.585 1.282 -0.51 -0.06 -0.20
H -3.704 2.140 -0.811 0.15 -0.58 -0.05
H -3.063 -1.720 -1.311 0.11 -0.25 0.17
H -3.468 -2.187 0.340 0.23 -0.43 -0.42
H -1.164 2.263 -1.816 0.76 -0.02 -0.51
H -0.859 -4.635 0.514 0.08 0.44 0.26
H 0.514 1.593 -4.719 -0.05 -0.08 -0.07
H 0.229 -2.700 -4.385 -0.04 0.34 0.02
H -3.833 0.702 -0.151 0.69 1.03 -1.31
H -0.653 4.069 0.174 0.49 -0.03 0.01
H -0.994 -3.479 -2.131 0.39 0.04 0.05
H 0.585 -0.664 -5.828 -0.04 0.01 0.59
H 1.009 4.525 -0.407 -0.39 -0.21 0.38
H -4.672 -0.542 1.715 0.15 0.19 -0.12
H 1.245 -1.999 4.105 -0.07 0.39 0.17
```
Forces are in eV/Å.

The LUMO energy comes out at -3.6 eV. The value obtained for the HOMO-LUMO gap is 5.82 eV. As for the largest force on an atom: 1.80 eV/Å. For the energy above the lowest of the compared OMol25 structures with the same formula, charge and spin, the calculation gives 0.0 kJ/mol. For the energy, the calculation gives -54098.601 eV. As for the charge: +1.



What is the formula in the third record?
C17H28Br3I2N2O2



Which formula does entry 1 have?
C17H27NO2